a.
19
Properties=species:S:1:pos:R:3 method="wB97M-V/def2-TZVPD" charge=-1 spin_multiplicity=2 gap_ev="2.8 / 11.3" lumo_ev="4.3 / 4.2" homo_ev="1.47 / -7.13"
C 0.58 -1.45 2.45
C 0.67 -2.27 1.19
H 1.52 -1.45 3.19
H 0.57 -0.42 2.11
H -0.24 -1.94 2.99
H 1.65 -2.11 0.56
H -0.31 -2.08 0.59
H 0.53 -3.24 1.52
C 0.18 1.48 -1.39
C -0.55 0.32 -2.00
C -0.87 2.14 -0.44
H 1.07 1.32 -0.81
H 0.40 2.03 -2.19
H -1.53 0.66 -2.36
H -1.73 2.54 -1.03
H -0.58 -0.52 -1.09
H 0.04 -0.17 -2.80
H -1.19 1.28 0.15
H -0.25 2.86 0.29

b.
19
Properties=species:S:1:pos:R:3 method="wB97M-V/def2-TZVPD" charge=-1 spin_multiplicity=2 gap_ev="2.9 / 11.4" lumo_ev="4.3 / 4.2" homo_ev="1.39 / -7.17"
C 2.10 0.85 -0.22
C 1.18 1.97 0.57
C 1.78 0.75 -1.70
H 1.75 -0.03 0.17
H 3.23 1.20 0.12
H 1.55 2.21 1.59
H 1.09 2.92 0.10
H 1.96 1.52 -2.47
H 0.72 1.00 -1.78
H 0.30 1.34 0.82
H 2.13 -0.20 -2.22
C -2.53 -1.76 -0.02
C -1.99 -1.58 1.34
H -3.19 -1.04 -0.55
H -1.55 -1.70 -0.63
H -3.18 -2.67 -0.14
H -1.19 -2.44 1.40
H -1.46 -0.67 1.38
H -2.68 -1.67 2.24

Which structure is most stable? a, by 0.213 eV over the runner-up.

a.
10
Properties=species:S:1:pos:R:3 method="wB97M-V/def2-TZVPD" charge=0 spin_multiplicity=1 gap_ev="8.1 / 8.1" lumo_ev="-0.7 / -0.7" homo_ev="-8.79 / -8.79"
C -0.57 1.17 -0.76
C 0.91 1.27 1.16
N 0.62 -1.49 0.60
O 0.07 0.44 -1.48
O -1.70 -1.57 -0.33
S 0.32 2.36 0.17
S -0.30 -1.75 -0.67
H -1.64 1.03 -0.48
H 0.62 0.19 1.12
H 1.67 -1.65 0.67

b.
10
Properties=species:S:1:pos:R:3 method="wB97M-V/def2-TZVPD" charge=0 spin_multiplicity=1 smiles="N=C=O.OSC=S" gap_ev="8.6 / 8.6" lumo_ev="-0.3 / -0.3" homo_ev="-8.92 / -8.92"
C 0.48 -0.79 -0.06
C 1.49 1.83 0.14
N 0.53 2.15 -0.50
O 2.39 1.42 0.74
O -0.68 -1.86 2.04
S -1.05 -0.72 -0.53
S 0.83 -1.47 1.48
H 1.34 -0.32 -0.54
H -1.37 -1.59 1.44
H 0.43 3.14 -0.70

c.
10
Properties=species:S:1:pos:R:3 method="wB97M-V/def2-TZVPD" charge=0 spin_multiplicity=1 gap_ev=8.8 lumo_ev=-0.7 homo_ev=-9.52
C 0.09 0.65 -0.75
C 0.02 -0.18 0.29
N -0.70 0.09 1.53
O -0.98 1.26 1.67
O -0.80 -0.78 2.36
S 1.23 0.47 -2.15
S 0.95 -1.80 0.36
H -0.46 1.54 -0.86
H 0.65 1.42 -2.87
H -0.01 -2.67 0.42

d.
10
Properties=species:S:1:pos:R:3 method="wB97M-V/def2-TZVPD" charge=0 spin_multiplicity=1 smiles="O=C(O)C(=S)NS" gap_ev=8.0 lumo_ev=-0.7 homo_ev=-8.77
C -0.23 0.15 -0.18
C -1.70 -0.29 0.12
H 2.09 0.80 0.08
H 0.47 -1.77 0.12
H -2.63 -1.84 -0.27
N 0.74 -0.84 -0.20
O -1.74 -1.64 -0.25
O -2.57 0.52 0.44
S 2.36 -0.57 0.19
S 0.20 1.73 -0.17

Which structure is most stable? d, by 0.243 eV over the runner-up.

a.
16
Properties=species:S:1:pos:R:3 method="wB97M-V/def2-TZVPD" charge=-1 spin_multiplicity=2 gap_ev="2.6 / 11.9" lumo_ev="4.2 / 4.5" homo_ev="1.58 / -7.38"
C 1.42 -0.15 -2.49
C 1.00 0.29 -1.08
H 1.29 -1.22 -2.68
H 0.81 0.30 -3.29
H 2.46 0.09 -2.71
H 1.94 0.24 -0.51
H 0.17 -0.27 -0.69
H 0.88 1.38 -1.08
C -0.61 -0.38 2.16
C -1.78 0.20 1.38
H -0.05 -1.27 1.87
H 0.15 0.40 2.28
H -0.99 -0.66 3.15
H -2.29 1.05 1.84
H -2.69 -0.41 1.55
H -1.70 0.40 0.32

b.
16
Properties=species:S:1:pos:R:3 method="wB97M-V/def2-TZVPD" charge=-1 spin_multiplicity=2 gap_ev="2.7 / 12.1" lumo_ev="4.3 / 4.3" homo_ev="1.56 / -7.80"
C -0.05 -1.10 -2.17
C 0.23 -2.08 -1.01
H 0.89 -0.66 -2.48
H -0.51 -1.55 -3.04
H -0.64 -0.24 -1.85
H 1.25 -2.01 -0.65
H 0.00 -3.11 -1.29
H -0.52 -1.85 -0.25
C 0.51 1.40 1.14
C -0.66 1.70 2.06
H 1.38 0.99 1.66
H 0.33 0.76 0.28
H 0.86 2.36 0.76
H -1.34 0.86 2.25
H -1.32 2.42 1.56
H -0.42 2.12 3.03

Which structure is most stable? b, by 0.371 eV over the runner-up.

a.
16
Properties=species:S:1:pos:R:3 method="wB97M-V/def2-TZVPD" charge=-1 spin_multiplicity=2 gap_ev="2.9 / 12.4" lumo_ev="4.4 / 4.5" homo_ev="1.56 / -7.87"
C 0.91 -1.33 2.39
C 1.94 -1.30 1.23
H 0.13 -0.58 2.20
H 0.32 -2.25 2.41
H 1.32 -1.11 3.37
H 2.90 -1.03 1.71
H 1.75 -0.43 0.65
H 2.06 -2.25 0.74
C -2.01 1.47 -1.38
C -0.82 1.12 -2.28
H -1.97 2.50 -1.05
H -2.97 1.26 -1.85
H -1.99 0.79 -0.52
H -0.04 1.89 -2.23
H -1.14 1.11 -3.32
H -0.37 0.15 -2.08

b.
16
Properties=species:S:1:pos:R:3 method="wB97M-V/def2-TZVPD" charge=-1 spin_multiplicity=2 gap_ev="2.9 / 12.2" lumo_ev="4.4 / 4.5" homo_ev="1.53 / -7.67"
C 1.95 0.47 0.72
C 2.30 1.24 -0.59
H 2.82 0.13 1.28
H 1.21 1.05 1.38
H 1.32 -0.44 0.51
H 1.42 1.45 -1.18
H 2.86 0.71 -1.26
H 2.72 2.20 -0.32
C -1.58 -1.41 -0.25
C -2.54 -0.30 0.05
H -0.61 -1.23 0.18
H -2.23 -2.19 0.05
H -1.28 -1.53 -1.17
H -2.73 -0.41 1.09
H -2.10 0.64 -0.04
H -3.53 -0.38 -0.45

c.
16
Properties=species:S:1:pos:R:3 method="wB97M-V/def2-TZVPD" charge=-1 spin_multiplicity=2 gap_ev="2.7 / 11.9" lumo_ev="4.3 / 4.4" homo_ev="1.51 / -7.48"
C -0.55 0.39 -2.36
C 0.34 1.44 -1.56
H -1.50 0.27 -2.10
H -0.58 0.80 -3.34
H -0.08 -0.68 -2.42
H 0.05 2.06 -0.69
H 1.39 1.08 -1.17
H 0.73 2.29 -2.20
C -0.31 -0.94 1.32
C 0.36 -1.04 2.69
H 0.27 -0.85 0.52
H -0.73 -1.92 1.10
H -1.13 -0.16 1.37
H 1.26 -0.32 2.71
H -0.34 -0.43 3.35
H 0.81 -2.00 2.80

Which structure is most stable? a, by 0.734 eV over the runner-up.

a.
16
Properties=species:S:1:pos:R:3 method="wB97M-V/def2-TZVPD" charge=-1 spin_multiplicity=2 gap_ev="2.8 / 12.4" lumo_ev="4.3 / 4.5" homo_ev="1.53 / -7.93"
C 2.12 -0.05 0.24
C 2.79 0.76 1.36
H 1.09 0.30 0.09
H 2.64 0.06 -0.71
H 1.94 -1.10 0.47
H 2.02 1.21 2.00
H 3.40 1.56 0.95
H 3.40 0.15 2.04
C -2.43 -0.40 -1.56
C -2.43 -0.31 -0.03
H -1.48 -0.10 -2.01
H -2.59 -1.42 -1.91
H -3.23 0.21 -1.99
H -2.60 0.73 0.27
H -1.47 -0.61 0.39
H -3.17 -0.99 0.39

b.
16
Properties=species:S:1:pos:R:3 method="wB97M-V/def2-TZVPD" charge=-1 spin_multiplicity=2 gap_ev="2.8 / 11.7" lumo_ev="4.3 / 4.4" homo_ev="1.48 / -7.28"
C 0.58 0.12 -2.50
C 1.12 1.50 -1.88
H 0.50 -0.63 -1.73
H -0.41 0.22 -2.93
H 1.39 -0.24 -3.11
H 0.54 2.39 -2.11
H 2.08 1.77 -2.35
H 1.07 1.38 -0.82
C -0.91 -0.45 2.80
C -0.68 -1.29 1.60
H -0.78 0.69 2.69
H -2.06 -0.45 2.96
H -0.47 -0.84 3.70
H -1.04 -0.53 0.87
H 0.31 -1.51 1.19
H -1.23 -2.14 1.63

Which structure is most stable? a, by 0.936 eV over the runner-up.

a.
16
Properties=species:S:1:pos:R:3 method="wB97M-V/def2-TZVPD" charge=-1 spin_multiplicity=2 gap_ev="2.7 / 12.0" lumo_ev="4.2 / 4.3" homo_ev="1.53 / -7.74"
C -0.60 -2.29 0.30
C -0.42 -1.86 1.77
H -1.43 -1.78 -0.19
H 0.26 -2.08 -0.33
H -0.66 -3.38 0.26
H 0.63 -1.76 1.99
H -0.97 -0.94 2.00
H -0.92 -2.56 2.44
C 0.02 1.51 -1.14
C 0.97 2.71 -0.96
H -0.92 1.62 -0.60
H -0.07 1.28 -2.21
H 0.41 0.59 -0.72
H 1.72 2.36 -0.25
H 1.45 3.02 -1.89
H 0.52 3.58 -0.48

b.
16
Properties=species:S:1:pos:R:3 method="wB97M-V/def2-TZVPD" charge=-1 spin_multiplicity=2 gap_ev="2.8 / 12.3" lumo_ev="4.3 / 4.7" homo_ev="1.57 / -7.65"
C 1.43 -0.03 -1.33
C 2.32 0.34 -0.15
H 1.63 0.50 -2.27
H 1.56 -1.11 -1.51
H 0.38 0.06 -1.14
H 3.26 0.76 -0.53
H 2.51 -0.44 0.59
H 1.94 1.24 0.34
C -2.46 -0.15 0.25
C -1.36 -0.21 1.26
H -3.05 -1.04 0.15
H -3.07 0.73 0.32
H -2.10 -0.06 -0.79
H -1.65 -0.63 2.22
H -0.91 0.77 1.50
H -0.41 -0.74 1.10

Which structure is most stable? a, by 0.136 eV over the runner-up.